Record 1
# C5H14O2

2 unconnected molecules or ions with the total composition C5H14O2 in a non-equilibrium geometry (ωB97M-V/def2-TZVPD, the OMol25 dataset).

Properties
2S+1: 2
Charge: +1
E_HOMO (spin up / spin down) in eV: -14.81 / -14.81
Orbital gap (spin up / spin down) in eV: 11.0 / 5.0

Structure (XYZ):
```
21
Properties=species:S:1:pos:R:3:mulliken_charge:R:1
C 1.110 1.778 0.158 -0.5537
O 1.857 0.853 -0.552 -0.3142
C -0.061 0.950 0.720 -0.0721
C -0.969 0.718 -0.529 -0.5201
C -1.129 -0.876 -0.856 -0.5616
C 0.183 -1.691 -1.183 -1.0867
H 1.644 2.304 1.076 0.3818
H 1.137 2.863 -0.482 0.4087
H 2.855 1.047 -0.827 0.3918
H 0.406 -0.012 0.927 -0.0011
H -0.545 1.464 1.628 0.4329
H -1.954 1.132 -0.445 0.3806
H -0.455 1.365 -1.348 0.3562
H -1.682 -1.263 -0.020 0.3541
H -1.600 -0.848 -1.896 0.3364
H -0.199 -2.519 -1.695 0.4135
H 0.745 -1.835 -0.189 0.2653
H 0.828 -1.300 -1.842 0.3548
H -0.159 -0.987 2.789 0.3334
H -1.180 -1.449 1.884 0.2897
O -0.831 -1.694 2.682 -0.5896
```

Record 2
# C5H14O3

4 unconnected molecules or ions with the total composition C5H14O3 in a non-equilibrium geometry (ωB97M-V/def2-TZVPD, the OMol25 dataset).

Properties
2S+1: 1
SMILES: C=C/C=C/C.O.O.O
E_HOMO in eV: -8.67
Orbital gap in eV: 9.2

Structure (XYZ):
```
22
Properties=species:S:1:pos:R:3:mulliken_charge:R:1
C 0.728 2.047 1.780 -0.7458
C -0.172 1.575 0.908 -0.1050
C -0.028 0.432 0.033 0.3689
C -0.920 0.084 -0.910 -0.4209
C -0.850 -1.194 -1.684 -1.2901
H 0.786 3.085 2.072 0.2695
H 1.577 1.416 2.050 0.1709
H -1.078 2.181 0.839 0.2842
H 0.610 -0.403 0.316 0.0337
H -1.834 0.608 -1.183 0.4325
H -0.208 -1.980 -1.285 0.2918
H -0.653 -0.993 -2.744 0.3379
H -1.832 -1.668 -1.767 0.3494
O -1.287 -2.103 2.457 -0.6540
H -2.006 -1.458 2.431 0.3244
H -0.675 -1.733 1.813 0.3577
O 1.890 -1.808 1.042 -0.6116
H 2.077 -1.185 1.763 0.2878
H 2.180 -2.588 1.539 0.3141
O 0.221 1.874 -3.332 -0.6251
H 0.372 1.923 -2.405 0.3176
H 1.102 1.887 -3.734 0.3122
```

Record 3
# C5H14O4

3 unconnected molecules or ions with the total composition C5H14O4 (ωB97M-V/def2-TZVPD, the OMol25 dataset).

Properties
2S+1: 1
SMILES: CC(C)CC(=O)O.O.O
E_HOMO in eV: -10.43
Orbital gap in eV: 10.9

Structure (XYZ):
```
23
Properties=species:S:1:pos:R:3:mulliken_charge:R:1
C 0.433 1.162 -1.147 -1.3633
C 1.350 -0.016 -0.838 1.0989
C 1.296 -1.061 -1.941 -1.6112
C 0.988 -0.672 0.507 -1.1955
C 0.753 0.338 1.593 0.5815
O -0.312 0.712 1.998 -0.5665
O 1.875 0.894 2.119 -0.4897
H 0.573 1.500 -2.177 0.4221
H -0.622 0.914 -1.027 0.1718
H 0.645 2.018 -0.501 0.3742
H 2.377 0.355 -0.774 0.1994
H 1.925 -1.922 -1.725 0.3883
H 0.280 -1.434 -2.081 0.3068
H 1.645 -0.662 -2.896 0.4190
H 1.752 -1.379 0.815 0.4379
H 0.084 -1.260 0.391 0.4909
H 2.674 0.522 1.716 0.3490
O -3.056 0.042 -1.908 -0.6789
H -2.317 -0.038 -2.522 0.3316
H -3.717 -0.582 -2.229 0.3125
O -2.253 -1.132 0.603 -0.6830
H -1.878 -0.470 1.198 0.3373
H -2.531 -0.649 -0.192 0.3667
```

Record 4
# C5H14OS

2 unconnected molecules or ions with the total composition C5H14OS in a non-equilibrium geometry (ωB97M-V/def2-TZVPD, the OMol25 dataset).

Properties
2S+1: 1
SMILES: CCCCSC.O
E_HOMO in eV: -8.31
Orbital gap in eV: 8.9

Structure (XYZ):
```
21
Properties=species:S:1:pos:R:3:mulliken_charge:R:1
C -0.597 1.754 1.306 -0.9619
C 0.507 0.618 1.246 -0.3506
C 0.847 -0.043 -0.072 -0.4079
C -0.448 -0.584 -0.755 -0.7050
S -1.457 -1.648 0.362 -0.0813
C -0.536 -3.152 0.243 -0.8277
H -0.524 2.551 0.545 0.1741
H -1.586 1.248 1.279 0.2607
H -0.643 2.301 2.355 0.2974
H 0.193 -0.224 1.911 0.2138
H 1.407 1.240 1.575 0.2889
H 1.558 -0.917 0.180 0.2204
H 1.382 0.523 -0.848 0.3500
H -1.011 0.233 -1.209 0.3278
H -0.065 -1.346 -1.538 0.3487
H -0.668 -3.607 -0.753 0.2679
H -0.895 -3.869 1.011 0.3307
H 0.567 -3.055 0.412 0.2477
O 0.969 2.475 -2.206 -0.6324
H 0.132 2.966 -1.840 0.3166
H 0.867 2.534 -3.208 0.3222
```

For each record above, in turn, the calculated energy above the lowest of the compared OMol25 structures with the same formula, charge and spin values are 371.8 127.6 0.0 90.2 kJ/mol.